Record 1
Entry from the Open Molecules 2025 dataset: C3H5ClN3 as an isolated structure (ωB97M-V/def2-TZVPD).

Last column: natural (NBO) charge in e.
Positions of all 12 atoms, in Å:
C1 1.200 -0.491 1.892  0.244
C2 -0.084 -0.775 0.283  0.216
C3 -0.537 1.814 -0.857  -0.229
N1 0.557 -1.413 1.213  -0.407
N2 0.984 0.670 1.318  -0.316
N3 0.130 0.516 0.314  -0.188
Cl1 -0.151 1.293 -2.364  0.201
H1 1.918 -0.669 2.570  0.233
H2 -0.751 -1.304 -0.401  0.250
H3 0.012 2.799 -0.758  0.254
H4 -1.525 1.923 -0.241  0.282
H5 1.228 1.593 1.807  0.461

Forces on atoms 1 to 6 (eV/Å):
C -1.4938 -0.4646 -2.7759
C -1.7569 -1.0460 -1.6216
C 0.1207 1.1713 4.3255
N 0.5241 -1.7342 1.2546
N 1.2305 3.8683 2.3611
N -0.7929 2.7555 -1.7310

- gap between HOMO and LUMO (eV) = 11.4
- energy above the lowest of the compared OMol25 structures with the same formula, charge and spin (kJ/mol) = 163.4
- F_max (eV/Å) = 4.7
- charge = +1
- E_HOMO (eV) = -15.668
- DFT total energy (a.u.) = -741.424458


Record 2
Entry from the Open Molecules 2025 dataset: an isolated ion of composition C3H7N4 and charge +1 (ωB97M-V/def2-TZVPD).

Last column: natural (NBO) charge in e.
Positions of all 14 atoms, in Å:
N1 2.038 -0.876 -0.636  -0.110
N2 2.201 0.296 -0.387  0.070
C1 1.798 1.254 0.283  0.045
C2 0.351 1.032 0.698  0.042
N3 -0.220 -0.028 0.374  -0.311
C3 -1.538 -0.589 0.604  -0.093
N4 -2.069 -0.834 -0.726  -0.767
H1 2.166 -1.118 -1.622  0.398
H2 2.558 1.924 0.763  0.293
H3 -0.202 2.085 0.773  0.239
H4 -2.179 -0.028 1.365  0.221
H5 -1.263 -1.610 0.954  0.235
H6 -2.096 0.021 -1.253  0.364
H7 -1.543 -1.529 -1.191  0.372

Forces on atoms 1 to 6 (eV/Å):
N 0.5702 0.9661 0.7153
N 0.5359 -2.0538 -0.9701
C 0.9665 0.2822 1.6031
C -2.7109 3.4082 -1.5961
N 1.7616 0.1203 0.9228
C 0.1291 -1.0205 -0.1122

- gap between HOMO and LUMO (eV) = 7.3
- energy above the lowest of the compared OMol25 structures with the same formula, charge and spin (kJ/mol) = 504.1
- F_max (eV/Å) = 4.6
- charge = +1
- E_HOMO (eV) = -13.821
- structure (SMILES) = N=[N+]=C/C=N/CN
- DFT total energy (a.u.) = -337.112268


Record 3
Entry from the Open Molecules 2025 dataset: a 9-piece molecular cluster, C40H48F3N10O2S overall (ωB97M-V/def2-TZVPD).

Last column: Mulliken charge in e.
Positions of all 104 atoms, in Å:
O1 6.755 0.526 1.390  -0.313
N1 6.291 0.187 0.344  0.233
O2 6.521 1.163 -0.619  -0.188
C1 5.679 2.290 -0.403  -0.097
C2 6.066 3.759 -0.789  -0.366
N2 5.178 4.854 -0.507  -0.031
C3 3.890 4.697 0.134  0.192
S1 2.779 6.154 0.525  -0.189
C4 3.354 3.301 0.535  0.263
C5 1.935 2.993 1.204  -0.952
C6 0.835 3.137 0.000  -0.641
C7 0.460 1.702 -0.624  0.630
F1 -0.485 1.839 -1.693  -0.247
F2 1.589 1.001 -1.142  -0.195
F3 -0.160 0.845 0.354  -0.281
C8 4.290 2.080 0.255  -0.029
H1 7.061 3.991 -1.291  0.446
H2 5.473 5.818 -0.747  0.320
H3 3.104 6.402 1.874  0.259
H4 1.935 1.890 1.496  0.395
H5 1.658 3.679 2.070  0.408
H6 1.265 3.756 -0.873  0.377
H7 -0.130 3.640 0.345  0.367
H8 3.925 1.049 0.573  0.442
N3 -1.368 -1.632 1.934  0.126
C9 -0.854 -2.877 1.688  -0.405
C10 -1.341 -3.734 2.644  -0.197
C11 -2.185 -2.979 3.495  -1.202
C12 -2.185 -1.686 3.031  -0.413
H9 -1.175 -0.805 1.390  0.207
H10 -0.186 -3.044 0.856  0.408
H11 -1.116 -4.788 2.722  0.477
H12 -2.734 -3.341 4.353  0.666
H13 -2.693 -0.802 3.386  0.409
N4 4.512 -0.510 -3.219  0.101
C13 4.657 -1.665 -3.942  -0.578
C14 5.934 -1.690 -4.448  -0.404
C15 6.586 -0.511 -4.011  -0.731
C16 5.686 0.197 -3.253  -0.120
H14 3.674 -0.226 -2.739  0.205
H15 3.842 -2.366 -4.034  0.432
H16 6.352 -2.472 -5.064  0.401
H17 7.602 -0.213 -4.227  0.389
H18 5.778 1.138 -2.738  0.361
N5 -5.146 -4.685 2.662  0.108
C17 -6.466 -4.427 2.407  -0.550
C18 -7.087 -5.623 2.138  -0.629
C19 -6.105 -6.640 2.240  -0.448
C20 -4.918 -6.031 2.567  -0.465
H19 -4.449 -3.990 2.885  0.218
H20 -6.849 -3.419 2.437  0.383
H21 -8.132 -5.751 1.896  0.430
H22 -6.251 -7.700 2.092  0.539
H23 -3.934 -6.439 2.739  0.399
N6 4.673 -0.773 3.155  0.174
C21 3.958 -0.598 4.311  -0.618
C22 3.135 -1.687 4.469  -0.427
C23 3.366 -2.554 3.372  -0.609
C24 4.321 -1.967 2.579  -0.312
H24 5.351 -0.126 2.786  0.140
H25 4.095 0.284 4.918  0.385
H26 2.445 -1.843 5.285  0.431
H27 2.887 -3.504 3.184  0.493
H28 4.779 -2.293 1.657  0.391
N7 -7.213 -8.046 -0.483  0.139
C25 -7.418 -7.602 -1.761  -0.306
C26 -7.232 -8.662 -2.614  -0.590
C27 -6.908 -9.790 -1.821  -0.451
C28 -6.907 -9.380 -0.509  -0.392
H29 -7.278 -7.479 0.349  0.175
H30 -7.677 -6.571 -1.953  0.353
H31 -7.321 -8.630 -3.690  0.380
H32 -6.700 -10.791 -2.170  0.384
H33 -6.713 -9.922 0.404  0.313
N8 -0.263 8.992 -0.941  0.019
C29 1.046 8.592 -0.896  0.069
C30 1.790 9.486 -1.627  -0.104
C31 0.898 10.465 -2.127  -0.716
C32 -0.361 10.137 -1.686  -0.303
H34 -1.034 8.519 -0.496  0.207
H35 1.335 7.706 -0.350  -0.309
H36 2.858 9.441 -1.783  0.381
H37 1.149 11.317 -2.742  0.405
H38 -1.315 10.617 -1.838  0.364
N9 -4.265 9.767 -1.710  0.022
C33 -3.773 8.513 -1.957  -0.668
C34 -4.279 7.664 -1.002  -0.338
C35 -5.111 8.433 -0.152  -0.398
C36 -5.085 9.726 -0.614  -0.508
H39 -4.056 10.591 -2.251  0.237
H40 -3.106 8.334 -2.787  0.443
H41 -4.073 6.606 -0.926  0.429
H42 -5.668 8.080 0.704  0.397
H43 -5.578 10.618 -0.259  0.391
N10 0.613 -5.898 -0.214  0.120
C37 0.902 -5.324 -1.424  -0.361
C38 1.697 -6.197 -2.127  -0.507
C39 1.890 -7.341 -1.314  -0.517
C40 1.207 -7.129 -0.141  -0.412
H44 0.051 -5.479 0.510  0.188
H45 0.519 -4.347 -1.678  0.361
H46 2.094 -6.030 -3.117  0.387
H47 2.464 -8.222 -1.560  0.386
H48 1.095 -7.747 0.738  0.364

Forces on atoms 1 to 6 (eV/Å):
O -1.1409 -0.8507 -2.2917
N 1.3478 -0.6729 3.7026
O -1.2936 4.1579 -1.0586
C -2.5441 2.6447 0.9807
C -1.6440 -1.9577 1.1529
N -1.1995 -3.4083 1.0034

- gap between HOMO and LUMO (eV) = 3.2
- F_max (eV/Å) = 4.5
- charge = +1
- E_HOMO (eV) = -8.816
- DFT total energy (a.u.) = -2948.251447


Record 4
Entry from the Open Molecules 2025 dataset: a 12-piece molecular cluster, C39H88F12N12O27S12 overall (ωB97M-V/def2-TZVPD).

Last column: Mulliken charge in e.
Positions of all 190 atoms, in Å:
C1 -24.175 24.450 13.607  -1.076
C2 -24.990 23.233 13.278  0.647
O1 -24.493 22.324 12.560  -0.428
N1 -26.419 23.254 13.832  -0.211
H1 -26.285 23.052 14.812  0.363
H2 -26.771 24.197 13.752  0.400
C3 -27.405 22.233 13.183  -0.751
H3 -23.090 24.352 13.625  0.345
H4 -24.421 24.708 14.637  0.365
H5 -24.348 25.335 12.995  0.319
H6 -27.572 22.504 12.141  0.343
H7 -28.363 22.344 13.692  0.345
H8 -26.891 21.283 13.327  0.337
C4 -25.230 18.451 31.298  -0.910
C5 -23.762 18.965 31.074  0.442
O2 -22.991 19.200 31.952  -0.399
N2 -23.234 19.083 29.682  -0.135
H9 -22.233 19.215 29.666  0.393
H10 -23.316 18.251 29.115  0.353
C6 -23.735 20.303 28.876  -0.810
H11 -25.843 19.351 31.249  0.298
H12 -25.363 18.004 32.283  0.318
H13 -25.415 17.706 30.523  0.367
H14 -23.059 20.213 28.025  0.379
H15 -23.594 21.210 29.464  0.362
H16 -24.771 20.305 28.539  0.339
C7 -17.443 8.593 11.795  -1.481
C8 -17.165 9.211 10.384  1.328
C9 -18.505 9.252 9.629  -1.404
C10 -19.531 10.210 10.187  -0.638
C11 -18.861 11.626 10.038  -1.201
C12 -17.590 11.850 10.805  1.178
N3 -16.648 10.623 10.624  0.791
O3 -15.376 10.715 11.089  -0.262
C13 -17.937 12.040 12.301  -1.509
C14 -16.784 13.067 10.185  -1.602
C15 -16.209 8.434 9.466  -1.717
H17 -18.122 9.052 12.512  0.308
H18 -16.593 8.539 12.475  0.429
H19 -17.790 7.567 11.666  0.428
H20 -18.799 8.205 9.565  0.592
H21 -18.437 9.447 8.559  0.408
H22 -19.741 9.932 11.220  0.334
H23 -20.490 10.079 9.687  0.405
H24 -19.593 12.366 10.361  0.520
H25 -18.710 11.813 8.975  0.389
H26 -17.054 12.200 12.920  0.478
H27 -18.434 11.205 12.794  0.292
H28 -18.554 12.932 12.406  0.423
H29 -17.401 13.946 10.374  0.417
H30 -16.647 13.055 9.104  0.397
H31 -15.849 13.271 10.707  0.431
H32 -15.281 8.404 10.037  0.472
H33 -16.039 8.852 8.474  0.408
H34 -16.477 7.388 9.319  0.386
C16 -18.283 19.477 17.160  -1.506
C17 -18.450 19.507 18.643  -0.047
C18 -17.168 19.600 19.423  -0.753
N4 -17.318 19.449 20.951  0.395
C19 -17.859 20.794 21.542  -1.205
C20 -18.221 18.304 21.426  -0.676
C21 -17.653 17.924 22.813  -0.834
C22 -16.136 18.191 22.680  -0.432
C23 -15.987 19.286 21.700  -0.544
H35 -17.817 18.562 16.794  0.360
H36 -17.683 20.307 16.788  0.370
H37 -19.260 19.663 16.716  0.387
H38 -19.030 18.632 18.938  0.310
H39 -19.094 20.369 18.813  0.298
H40 -16.763 20.595 19.239  0.341
H41 -16.450 18.839 19.116  0.447
H42 -18.856 21.010 21.158  0.307
H43 -17.160 21.516 21.121  0.449
H44 -17.841 20.639 22.621  0.505
H45 -19.256 18.560 21.650  0.257
H46 -18.207 17.440 20.762  0.547
H47 -18.204 18.421 23.612  0.363
H48 -17.850 16.865 22.979  0.396
H49 -15.674 18.362 23.652  0.342
H50 -15.695 17.354 22.138  0.314
H51 -15.679 20.230 22.150  0.321
H52 -15.273 18.973 20.938  0.291
C24 -11.567 27.533 29.936  -1.287
C25 -10.642 26.284 29.658  -0.262
C26 -9.884 26.467 28.347  -0.715
N5 -8.747 25.407 28.124  0.024
C27 -9.349 24.007 27.826  -0.959
C28 -7.610 25.327 29.149  -0.690
C29 -6.827 26.629 28.910  -0.647
C30 -6.875 26.967 27.368  -0.571
C31 -7.883 25.880 26.894  -0.714
H53 -12.080 27.490 30.896  0.388
H54 -12.356 27.544 29.184  0.343
H55 -10.908 28.401 29.979  0.346
H56 -11.204 25.351 29.601  0.363
H57 -9.914 26.057 30.437  0.230
H58 -9.483 27.480 28.319  0.374
H59 -10.603 26.410 27.530  0.395
H60 -8.569 23.407 27.356  0.398
H61 -10.165 23.900 27.112  0.352
H62 -9.738 23.621 28.768  0.423
H63 -7.030 24.405 29.111  0.426
H64 -8.132 25.131 30.085  0.497
H65 -5.814 26.504 29.292  0.440
H66 -7.213 27.449 29.515  0.274
H67 -5.865 26.850 26.975  0.327
H68 -7.303 27.957 27.212  0.301
H69 -7.390 24.985 26.516  0.406
H70 -8.602 26.048 26.092  0.535
C32 -12.028 12.233 25.964  -1.294
C33 -10.528 12.450 26.286  -0.463
C34 -9.646 12.113 25.087  -0.745
N6 -8.091 12.215 25.300  0.053
C35 -7.657 10.986 26.055  -0.905
C36 -7.683 13.555 26.068  -0.663
C37 -6.245 13.785 25.493  -0.466
C38 -6.082 12.878 24.288  -0.677
C39 -7.367 12.231 23.909  -0.511
H71 -12.197 11.227 25.583  0.340
H72 -12.266 13.005 25.232  0.337
H73 -12.632 12.388 26.858  0.383
H74 -10.280 11.913 27.202  0.408
H75 -10.357 13.451 26.683  0.388
H76 -9.830 12.906 24.362  0.401
H77 -9.800 11.168 24.566  0.438
H78 -8.281 10.843 26.938  0.326
H79 -6.625 11.225 26.309  0.439
H80 -7.719 10.080 25.452  0.302
H81 -7.737 13.415 27.147  0.327
H82 -8.404 14.309 25.751  0.412
H83 -5.393 13.731 26.171  0.355
H84 -6.440 14.773 25.076  0.291
H85 -5.368 12.169 24.706  0.271
H86 -5.642 13.396 23.436  0.429
H87 -7.351 11.294 23.351  0.422
H88 -7.979 12.864 23.267  0.401
N7 -26.262 22.262 18.969  -0.160
S1 -26.017 21.082 19.874  0.980
O4 -27.163 20.579 20.624  -0.575
O5 -24.632 20.854 20.316  -0.557
F1 -26.089 20.003 18.669  -0.337
S2 -26.163 23.433 20.134  1.061
O6 -24.837 23.661 20.709  -0.544
O7 -27.354 23.566 21.017  -0.565
F2 -26.326 24.765 19.206  -0.302
N8 -17.543 19.587 29.743  -0.198
S3 -16.557 20.725 29.918  1.039
O8 -15.683 21.008 28.782  -0.586
O9 -16.181 21.123 31.290  -0.553
F3 -17.762 21.790 29.562  -0.354
S4 -16.567 18.548 30.635  1.071
O10 -16.884 18.459 32.066  -0.551
O11 -15.160 18.329 30.226  -0.569
F4 -17.085 17.152 29.931  -0.297
N9 -15.567 13.134 19.069  -0.140
S5 -13.962 13.009 18.478  1.035
O12 -13.603 12.082 17.406  -0.550
O13 -12.918 13.463 19.379  -0.544
F5 -14.152 14.289 17.508  -0.295
S6 -15.710 11.717 19.500  1.006
O14 -14.819 11.115 20.465  -0.567
O15 -16.351 10.726 18.597  -0.615
F6 -17.007 12.038 20.446  -0.330
N10 -9.093 22.636 20.869  -0.286
S7 -8.430 21.320 20.065  1.078
O16 -7.044 21.532 19.571  -0.565
O17 -9.372 20.474 19.274  -0.555
F7 -8.312 20.339 21.361  -0.282
S8 -9.943 23.219 19.735  1.050
O18 -11.379 23.094 19.908  -0.586
O19 -9.415 23.406 18.379  -0.562
F8 -9.748 24.715 20.188  -0.293
N11 -16.869 27.726 14.192  -0.240
S9 -16.796 27.206 15.844  1.041
O20 -18.013 26.716 16.437  -0.540
O21 -15.799 27.909 16.766  -0.554
F9 -15.862 25.912 15.475  -0.272
S10 -17.305 29.089 14.565  1.096
O22 -16.402 30.087 15.087  -0.576
O23 -18.686 29.176 14.946  -0.612
F10 -17.402 29.645 13.041  -0.343
N12 -23.759 14.701 26.684  -0.130
S11 -23.250 13.065 26.940  1.044
O24 -21.831 12.815 26.624  -0.573
O25 -24.154 11.893 26.746  -0.530
F11 -23.090 13.148 28.545  -0.287
S12 -24.215 14.316 25.372  1.006
O26 -25.600 13.943 25.363  -0.614
O27 -23.377 13.825 24.268  -0.571
F12 -24.404 15.847 24.945  -0.344

Forces on atoms 1 to 6 (eV/Å):
C -0.3604 0.4132 1.4623
C 4.3122 -2.5188 -4.2579
O -3.7936 3.2461 3.5259
N 0.1181 -1.3657 -1.5783
H -0.3199 -0.1492 0.8316
H -0.1088 0.5195 0.0781

- gap between HOMO and LUMO (eV) = 1.7
- energy above the lowest of the compared OMol25 structures with the same formula, charge and spin (kJ/mol) = 1514.2
- F_max (eV/Å) = 13.6
- E_HOMO (eV) = -7.312
- DFT total energy (a.u.) = -10202.890044


Question: Which of these has the highest gap between HOMO and LUMO?
Answer: C3H5ClN3